Record 1
The following is a DFT calculation (wB97M-V/def2-TZVPD) of an isolated ion of composition C4H9N4 and charge +1.

LUMO in eV: -3.97
E_tot in eV: -10241.177
2S+1: 1
Energy above the lowest of the compared OMol25 structures with the same formula, charge and spin in kcal/mol: 157.30
Charge: +1

Positions of all 17 atoms, in Å:
C: 0.691 1.684 -0.131
C: -2.072 0.320 -0.278
C: 0.852 0.880 1.122
C: -3.065 -0.689 0.079
N: -0.560 2.151 -0.442
N: -1.446 1.290 -0.276
N: 0.812 0.217 -0.190
N: 1.933 -0.371 -0.810
H: 1.397 2.437 -0.376
H: 1.814 0.755 1.654
H: 0.006 0.828 1.781
H: -2.738 -1.608 0.719
H: -3.402 -1.093 -0.785
H: -3.814 -0.122 0.572
H: 1.876 -1.400 -0.670
H: 2.892 0.158 -0.865
H: 1.823 -0.511 -1.885



Record 2
The following is a DFT calculation (wB97M-V/def2-TZVPD) of a 16-piece molecular cluster, C23H34Cl45IO3P overall.

LUMO in eV: 1.22
E_tot in eV: -611442.313
2S+1: 1
Charge: -1

Positions of all 107 atoms, in Å:
C: 0.527 3.995 -1.960
C: -0.997 3.878 -1.915
C: -1.681 4.350 -3.204
I: -3.427 5.539 -2.702
P: -2.070 3.053 -4.582
O: -2.619 1.760 -3.491
C: -1.772 0.677 -3.788
C: -0.364 1.216 -4.025
C: 0.559 0.318 -4.897
C: 1.039 0.972 -6.181
C: 1.681 -0.129 -7.080
O: 2.061 1.944 -5.953
O: -0.416 2.537 -4.555
H: 0.883 3.829 -0.945
H: 0.985 3.270 -2.625
H: 0.828 5.008 -2.216
H: -1.275 2.871 -1.612
H: -1.328 4.535 -1.108
H: -1.003 5.067 -3.660
H: -3.459 3.484 -4.637
H: -1.852 4.043 -5.627
H: -2.408 2.125 -5.660
H: -1.757 0.010 -2.922
H: -2.169 0.034 -4.583
H: 0.140 1.294 -3.052
H: 1.441 0.069 -4.304
H: 0.013 -0.593 -5.143
H: 0.219 1.406 -6.747
H: 1.572 -1.089 -6.576
H: 2.742 0.075 -7.179
H: 1.193 -0.212 -8.045
H: 2.028 2.190 -5.014
C: 2.768 -1.253 -0.234
Cl: 2.266 -2.383 -1.495
Cl: 4.480 -0.854 -0.394
Cl: 1.785 0.207 -0.275
H: 2.622 -1.731 0.725
C: -2.117 1.080 2.034
Cl: -1.838 0.214 3.556
Cl: -1.757 2.792 2.230
Cl: -1.158 0.372 0.738
H: -3.163 0.980 1.777
C: -2.850 1.566 7.260
Cl: -4.101 0.362 6.914
Cl: -2.476 2.509 5.825
Cl: -3.347 2.605 8.599
H: -1.956 1.038 7.561
C: -2.811 -2.860 5.295
Cl: -1.257 -2.551 6.090
Cl: -2.572 -3.568 3.703
Cl: -3.821 -3.902 6.303
H: -3.316 -1.910 5.175
C: 4.074 4.897 -0.522
Cl: 3.884 3.179 -0.852
Cl: 2.557 5.558 0.073
Cl: 5.391 5.155 0.634
H: 4.328 5.412 -1.439
C: 0.909 -4.904 8.416
Cl: 0.837 -4.442 10.117
Cl: 2.443 -4.412 7.697
Cl: 0.653 -6.637 8.223
H: 0.112 -4.391 7.893
C: -1.649 -7.595 4.791
Cl: -2.509 -7.438 3.259
Cl: -0.713 -6.143 5.136
Cl: -2.778 -7.934 6.108
H: -0.964 -8.428 4.712
C: -3.041 -10.126 9.393
Cl: -2.943 -11.264 10.739
Cl: -4.270 -8.898 9.695
Cl: -1.478 -9.372 9.086
H: -3.328 -10.676 8.507
C: 0.621 1.983 -10.789
Cl: 0.816 0.244 -11.048
Cl: 1.073 2.425 -9.148
Cl: 1.555 2.891 -11.985
H: -0.424 2.226 -10.928
C: -8.503 -8.744 8.621
Cl: -8.589 -8.296 10.326
Cl: -6.937 -8.306 7.940
Cl: -8.815 -10.469 8.412
H: -9.269 -8.197 8.090
C: 7.516 0.072 1.959
Cl: 6.921 1.682 2.342
Cl: 6.349 -1.158 2.440
Cl: 7.888 -0.056 0.233
H: 8.433 -0.092 2.508
C: 2.887 6.740 -11.062
Cl: 4.420 7.081 -10.254
Cl: 3.172 6.150 -12.706
Cl: 1.929 5.593 -10.136
H: 2.334 7.666 -11.132
C: 10.814 2.332 1.235
Cl: 11.020 1.191 2.571
Cl: 9.600 3.541 1.632
Cl: 12.354 3.085 0.818
H: 10.465 1.776 0.374
C: -6.199 -5.040 1.747
Cl: -6.074 -6.797 1.603
Cl: -5.696 -4.511 3.351
Cl: -5.243 -4.241 0.500
H: -7.235 -4.765 1.607
C: -0.788 8.428 -1.273
Cl: -0.540 7.510 0.214
Cl: -0.495 10.150 -0.985
Cl: 0.246 7.826 -2.562
H: -1.818 8.302 -1.585



Record 3
The following is a DFT calculation (wB97M-V/def2-TZVPD) of an isolated molecule of C4H8O2.

LUMO in eV: 0.88
SMILES string: OCC1COC1
E_tot in eV: -8370.117
2S+1: 1
Energy above the lowest of the compared OMol25 structures with the same formula, charge and spin in kcal/mol: 72.97

Positions of all 14 atoms, in Å:
O: -0.825 -2.067 0.794
C: -1.053 -0.933 -0.035
C: 0.070 0.078 0.240
C: 1.320 0.238 -0.656
O: 1.130 1.669 -0.709
C: 0.073 1.625 0.241
H: -1.480 -2.743 0.572
H: -2.026 -0.471 0.195
H: -1.105 -1.262 -1.090
H: 0.343 0.174 1.285
H: 2.266 -0.030 -0.165
H: 1.331 -0.193 -1.672
H: 0.442 1.906 1.296
H: -0.800 2.243 0.031